Record 1
{
  "formula": "C23H36N2O6S2",
  "method": "ωB97M-V with the def2-TZVPD basis set",
  "symbols": ["C", "C", "C", "O", "C", "C", "C", "C", "C", "N", "C", "O", "C", "C", "C", "C", "N", "C", "C", "H", "H", "H", "H", "H", "H", "H", "H", "H", "H", "H", "H", "H", "H", "H", "H", "H", "H", "H", "H", "C", "C", "C", "S", "O", "O", "C", "H", "H", "H", "H", "H", "H", "H", "H", "C", "C", "C", "S", "O", "O", "C", "H", "H", "H", "H", "H", "H", "H", "H"],
  "positions_angstrom": [[0.41952, 3.80408, 0.77211], [1.86015, 3.33041, 1.21669], [2.57370, 2.39488, 0.13002], [2.66957, 1.08987, 0.71732], [2.71018, 0.05488, -0.26624], [1.29304, -0.16088, -0.90442], [1.14975, -0.09664, -2.41235], [-0.20159, -0.27714, -2.93588], [-1.39923, -0.49462, -2.05420], [-2.63463, -0.61532, -2.68681], [-3.64480, -0.80161, -1.80937], [-4.92762, -0.93984, -2.31822], [-5.67742, 0.28902, -2.24239], [-5.35006, 1.29882, -3.43634], [-4.24137, 2.37107, -3.06158], [-3.44062, -0.91191, -0.33207], [-2.25935, -0.80645, 0.32864], [-1.24112, -0.57121, -0.59307], [0.15157, -0.38997, -0.04577], [-0.31793, 2.96514, 0.66356], [0.04058, 4.52624, 1.55657], [0.52348, 4.38594, -0.18776], [1.72766, 2.72256, 2.16018], [2.52589, 4.22068, 1.36403], [1.98450, 2.44313, -0.82691], [3.58361, 2.86035, -0.10085], [3.53107, 0.17313, -1.03250], [2.95234, -0.90028, 0.29537], [2.02866, 0.08838, -3.07388], [-0.31313, -0.24058, -4.05175], [-6.76156, -0.00141, -2.39184], [-5.61542, 0.78816, -1.23686], [-6.31378, 1.86334, -3.62109], [-5.09963, 0.68164, -4.33668], [-4.61763, 3.41284, -3.28462], [-3.89232, 2.31919, -1.99761], [-3.35878, 2.22549, -3.75600], [-4.35758, -1.09645, 0.29721], [0.35376, -0.42072, 1.06021], [-4.47960, -5.54824, 1.44392], [-3.83151, -5.32547, 2.81362], [-4.35563, -3.99355, 3.35815], [-5.97829, -3.76034, 2.63395], [-5.93068, -2.61346, 1.75992], [-6.98303, -3.90232, 3.65842], [-5.96010, -5.23765, 1.63063], [-4.32661, -6.56656, 1.08414], [-4.04241, -4.86181, 0.71281], [-4.11800, -6.13745, 3.48817], [-2.74240, -5.32270, 2.74932], [-4.44490, -4.00839, 4.44344], [-3.72548, -3.15901, 3.04865], [-6.48299, -5.05548, 0.69306], [-6.46036, -6.02780, 2.19292], [8.11309, 2.00743, 1.84788], [7.98552, 0.76246, 0.96469], [7.15279, 1.15204, -0.26015], [7.42687, 2.90486, -0.51465], [6.18415, 3.60216, -0.28554], [8.20537, 3.09576, -1.71340], [8.48136, 3.14795, 0.90587], [8.86335, 1.87512, 2.62854], [7.15454, 2.21630, 2.33169], [8.98052, 0.43902, 0.64580], [7.52819, -0.06921, 1.50276], [7.46416, 0.60613, -1.14971], [6.08707, 0.99970, -0.08438], [8.30524, 4.13338, 1.33408], [9.51630, 3.06291, 0.57053]],
  "forces_ev_per_a": [[0.68, 0.70, 0.30], [-0.41, -0.64, -0.70], [-0.28, 1.78, 0.78], [0.32, -0.02, -1.36], [-0.68, -1.30, 0.40], [-1.27, 0.03, -1.02], [-3.45, -0.65, 1.95], [1.81, 0.22, 1.37], [1.26, 0.12, -0.21], [-0.76, -0.27, 2.94], [1.60, 0.06, -0.09], [1.12, 0.68, 0.96], [-1.51, 0.78, -1.20], [-0.28, 0.20, 1.40], [0.24, 0.02, -1.27], [-0.09, 0.04, 0.36], [-1.48, 0.18, -3.81], [2.79, 0.38, 0.06], [0.71, 0.19, -2.03], [0.80, 0.70, 0.00], [0.22, -0.81, -0.88], [-0.37, -0.67, 0.84], [0.56, 0.78, -0.91], [-0.75, -0.77, 0.21], [0.35, -0.51, 0.84], [-0.83, -0.95, 0.27], [-0.94, 0.23, 0.55], [-0.16, 1.11, -0.49], [-0.94, -0.21, 0.68], [-0.31, -0.07, 1.33], [1.28, 0.00, 0.33], [0.26, -0.52, -0.83], [1.00, -0.75, 0.04], [-0.17, 0.67, 0.78], [0.36, -1.09, 0.44], [-0.37, -0.02, -0.96], [-0.77, 0.15, 1.04], [1.03, 0.14, -0.77], [-0.55, 0.02, -1.28], [0.11, 0.05, -0.04], [0.06, -0.15, 0.02], [0.50, -0.10, 0.18], [-0.06, -0.29, 0.14], [-0.15, 0.08, 0.11], [-0.02, 0.32, -0.18], [0.12, -0.33, -0.30], [-0.02, 0.06, 0.00], [-0.05, -0.04, 0.00], [0.00, 0.05, -0.04], [-0.07, 0.02, 0.02], [-0.13, 0.15, -0.09], [-0.14, 0.02, -0.03], [-0.08, 0.13, 0.12], [-0.02, 0.11, 0.02], [-0.10, -0.05, 0.06], [0.11, -0.09, 0.08], [-0.06, -0.53, 0.11], [0.24, -0.01, -0.01], [0.10, 0.02, -0.23], [-0.32, 0.17, 0.00], [0.17, -0.02, 0.43], [-0.05, 0.02, -0.04], [0.06, 0.03, -0.01], [-0.05, 0.03, 0.01], [0.02, 0.04, -0.05], [-0.10, 0.19, -0.06], [0.03, 0.14, -0.03], [-0.05, 0.02, -0.19], [-0.08, 0.03, -0.07]],
  "smiles": "CCCOCc1ccc2nc(OCCC)cnc2c1.O=S1(=O)CCCC1.O=S1(=O)CCCC1",
  "gap_ev": 8.33,
  "homo_ev": -8.704
}


Record 2
{
  "formula": "C4H9NO",
  "method": "ωB97M-V with the def2-TZVPD basis set",
  "symbols": ["C", "C", "N", "H", "H", "H", "H", "H", "O", "C", "C", "H", "H", "H", "H"],
  "positions_angstrom": [[-0.10069, -1.42110, -2.10802], [-1.85023, -1.55065, -0.57955], [-1.18909, -0.82424, -1.35230], [0.80022, -0.83725, -1.96864], [-0.37666, -1.36314, -3.16009], [0.01941, -2.45347, -1.76104], [-2.69028, -1.14345, -0.01740], [-1.60485, -2.59404, -0.33253], [0.78927, 2.63723, 3.19822], [0.88883, 2.49238, 2.01026], [1.14411, 1.17312, 1.33226], [0.58213, 3.32206, 1.34026], [0.35541, 0.48983, 1.63468], [2.13354, 0.76019, 1.51226], [1.09886, 1.31252, 0.25163]],
  "forces_ev_per_a": [[-0.71, -0.15, 0.55], [-0.14, -0.29, 0.84], [-0.01, 0.63, -0.49], [0.23, 0.03, 0.07], [0.13, -0.20, -0.05], [0.43, -0.10, -0.42], [0.03, 0.15, -0.14], [0.07, -0.05, -0.34], [0.40, -0.01, 0.17], [-0.94, -0.12, -0.04], [0.30, 0.34, -0.71], [0.38, 0.09, -0.03], [0.10, -0.21, 0.09], [-0.02, -0.07, 0.51], [-0.24, -0.04, -0.03]],
  "smiles": "C=NC.CC=O",
  "gap_ev": 10.78,
  "homo_ev": -9.825
}


Record 3
{
  "formula": "C36H32HgN10OP",
  "method": "ωB97M-V with the def2-TZVPD basis set",
  "symbols": ["Hg", "N", "P", "C", "C", "C", "C", "C", "C", "C", "C", "C", "C", "C", "C", "C", "C", "C", "C", "C", "N", "H", "H", "H", "H", "H", "H", "H", "H", "H", "H", "H", "H", "H", "H", "H", "N", "C", "C", "C", "N", "H", "H", "H", "H", "C", "C", "C", "C", "N", "C", "C", "H", "H", "H", "H", "H", "H", "H", "N", "C", "O", "C", "C", "C", "C", "N", "C", "H", "H", "H", "H", "H", "H", "N", "C", "C", "C", "N", "C", "N"],
  "positions_angstrom": [[-0.23309, -0.00988, -0.40001], [3.05274, 1.51342, 1.19518], [2.72082, -0.02555, 0.55088], [4.38405, -0.58155, 0.00578], [4.62596, -0.68709, -1.36081], [5.86266, -1.11028, -1.83024], [6.86871, -1.42989, -0.93175], [6.64160, -1.31528, 0.43441], [5.40537, -0.89784, 0.90080], [2.55422, -1.05135, 2.06319], [2.24411, -2.39812, 1.86904], [2.08882, -3.25263, 2.94890], [2.24405, -2.77181, 4.24378], [2.54691, -1.43446, 4.44680], [2.69178, -0.57792, 3.36244], [2.26244, 2.63465, 0.94920], [2.26712, 3.70939, 1.84330], [1.46629, 4.79609, 1.55906], [0.69180, 4.79040, 0.40482], [0.75908, 3.67628, -0.41031], [1.52391, 2.61538, -0.15200], [3.69326, 1.60035, 1.96976], [3.84277, -0.42006, -2.06072], [6.04026, -1.18792, -2.89514], [7.83053, -1.76942, -1.29371], [7.42872, -1.55868, 1.13654], [5.22964, -0.83561, 1.96875], [2.12759, -2.77995, 0.86047], [1.84389, -4.29420, 2.78139], [2.11528, -3.43466, 5.08959], [2.65801, -1.05074, 5.45285], [2.89403, 0.46880, 3.55196], [2.88184, 3.68064, 2.73414], [1.43527, 5.63714, 2.23992], [0.04516, 5.61795, 0.15196], [0.17275, 3.62223, -1.31921], [-0.92802, 1.52235, 2.60479], [-1.35500, 1.50362, 3.87748], [-1.08635, 0.24414, 4.36531], [-0.49880, -0.43473, 3.28620], [-0.41396, 0.34645, 2.21823], [-1.01362, 2.26051, 1.92299], [-1.82392, 2.36199, 4.32708], [-1.29089, -0.13103, 5.35221], [-0.13069, -1.44817, 3.23711], [2.26923, -6.34081, -0.47356], [1.59798, -5.04671, -0.83406], [2.28316, -4.01672, -1.46553], [1.61657, -2.83670, -1.75607], [0.33619, -2.62433, -1.46523], [-0.33135, -3.61968, -0.87846], [0.25265, -4.83050, -0.54857], [3.31909, -6.33665, -0.76108], [1.77884, -7.17895, -0.97043], [2.20936, -6.51918, 0.60123], [3.33002, -4.12028, -1.72331], [2.13341, -2.01946, -2.24481], [-1.37696, -3.43263, -0.66430], [-0.34117, -5.60226, -0.07411], [-5.70946, -1.27470, -2.93761], [-5.28379, -2.39754, -2.32143], [-5.46917, -3.52200, -2.75045], [-4.51464, -2.19601, -1.04556], [-4.78001, -3.01544, 0.04227], [-3.98880, -2.90804, 1.17197], [-2.92894, -2.01451, 1.15411], [-2.65578, -1.23473, 0.11161], [-3.44923, -1.31014, -0.95670], [-6.25030, -1.38820, -3.77838], [-5.73515, -0.38154, -2.46123], [-5.59477, -3.72557, -0.01184], [-4.17505, -3.51654, 2.04608], [-2.26136, -1.92140, 2.00342], [-3.19423, -0.66914, -1.79450], [-1.64241, 2.14733, -0.32322], [-2.73581, 2.23042, 0.06517], [-4.03775, 2.29854, 0.54586], [-5.09072, 1.88437, -0.29427], [-5.92105, 1.51400, -1.00564], [-4.24335, 2.75622, 1.86801], [-4.34331, 3.13016, 2.95598]],
  "forces_ev_per_a": [[-0.02, 0.05, 0.04], [-0.01, -0.03, 0.05], [0.06, -0.13, 0.16], [-0.06, 0.01, 0.01], [0.00, 0.06, 0.01], [-0.01, 0.01, -0.01], [0.00, 0.00, 0.01], [0.01, 0.00, 0.00], [0.00, -0.05, -0.02], [0.07, 0.00, -0.03], [0.00, 0.03, -0.02], [0.00, 0.00, 0.01], [-0.02, 0.00, 0.00], [0.00, 0.00, -0.01], [0.07, -0.03, 0.03], [-0.06, -0.07, 0.02], [0.05, 0.03, 0.00], [-0.01, -0.02, 0.01], [-0.01, 0.00, 0.03], [0.06, 0.12, -0.14], [0.02, 0.03, 0.02], [0.03, 0.03, -0.04], [0.00, -0.01, -0.02], [-0.01, 0.00, 0.00], [0.01, 0.01, 0.00], [0.00, -0.01, 0.00], [0.00, -0.02, 0.00], [-0.02, -0.01, 0.02], [-0.01, 0.00, -0.01], [0.02, -0.01, 0.00], [-0.01, 0.01, 0.00], [-0.03, 0.02, -0.02], [-0.02, -0.02, 0.01], [0.02, 0.01, -0.01], [0.01, 0.01, -0.02], [0.03, 0.01, 0.07], [-0.04, -0.01, 0.00], [0.03, 0.02, 0.03], [0.03, -0.03, -0.02], [-0.05, -0.02, -0.03], [0.06, 0.04, -0.01], [-0.01, 0.03, -0.01], [-0.04, 0.01, -0.03], [-0.01, 0.00, 0.00], [0.02, 0.01, 0.02], [-0.01, 0.01, -0.01], [0.00, -0.03, -0.01], [0.01, 0.01, -0.03], [-0.04, 0.02, -0.06], [-0.06, -0.06, 0.03], [0.08, 0.00, 0.00], [-0.01, 0.00, 0.01], [0.00, 0.00, 0.00], [0.00, 0.00, 0.00], [0.00, 0.00, 0.00], [0.00, 0.00, 0.01], [0.03, 0.02, 0.02], [0.00, -0.02, 0.01], [0.00, 0.01, 0.01], [0.06, 0.22, 0.02], [-0.05, 0.01, 0.07], [-0.04, 0.02, 0.01], [0.10, -0.04, -0.03], [-0.01, -0.02, 0.02], [-0.01, 0.00, -0.03], [0.03, 0.05, 0.06], [0.02, 0.09, -0.08], [-0.01, -0.06, -0.03], [-0.02, 0.00, 0.01], [-0.03, -0.04, 0.05], [0.02, -0.02, -0.02], [0.01, 0.01, 0.01], [-0.05, 0.02, 0.00], [-0.01, 0.02, 0.01], [-0.15, 0.03, -0.07], [-0.04, -0.18, -0.06], [-0.06, 0.11, 0.03], [0.08, -0.05, 0.12], [-0.05, -0.17, -0.21], [0.04, -0.04, -0.04], [0.02, 0.01, 0.03]],
  "spin_multiplicity": 2,
  "gap_ev": [7.25, 6.58],
  "homo_ev": [-6.888, -7.700]
}


Record 4
{
  "formula": "C3H11ClN2Si",
  "method": "ωB97M-V with the def2-TZVPD basis set",
  "symbols": ["C", "C", "C", "N", "N", "Si", "Cl", "H", "H", "H", "H", "H", "H", "H", "H", "H", "H", "H"],
  "positions_angstrom": [[-0.02132, 1.55053, -0.35454], [-1.49749, -0.37904, -0.76370], [0.21645, -0.58918, 1.51187], [-0.13557, 0.18072, -0.84611], [0.48833, -0.70378, 0.07788], [2.43832, -0.86486, -0.45693], [3.56792, 0.73193, 0.07976], [1.09356, 1.96472, -0.20645], [-0.57626, 2.12005, -0.98613], [-0.58850, 1.76862, 0.56190], [-1.50195, -1.51672, -0.78916], [-2.16892, -0.06359, 0.00193], [-1.92434, -0.04270, -1.78772], [-0.76790, -0.76616, 1.82161], [0.65422, -1.33454, 2.08699], [0.64217, 0.28482, 1.86054], [2.72454, -1.44518, -1.74351], [2.70193, -1.71831, 0.67405]],
  "forces_ev_per_a": [[1.92, 0.07, 1.80], [-1.07, 0.01, -4.70], [0.60, 0.04, -1.85], [-0.54, -1.16, 2.70], [5.66, -1.59, -1.39], [-4.25, -0.32, 2.87], [0.43, 0.79, -0.37], [-2.57, -1.24, -0.65], [-0.99, 2.08, -2.51], [0.42, -0.57, 0.51], [0.43, 1.62, 0.02], [-0.16, 0.62, 0.92], [-0.16, -0.60, 1.65], [-2.01, 0.51, -0.17], [1.62, -1.82, 0.38], [0.25, 2.22, 1.26], [-0.12, 0.18, -0.62], [0.53, -0.84, 0.15]],
  "smiles": "CN(C)N(C)[SiH2]Cl",
  "gap_ev": 9.30,
  "homo_ev": -8.454
}


Maximum force readings, ordered: 4.1; 1.0; 0.3; 6.0 eV/A